No. 1
Computed, not measured: a 2-piece molecular cluster, C12H17N overall at a distorted geometry, with ωB97M-V/def2-TZVPD.

```
30
Properties=species:S:1:pos:R:3:nbo_charge:R:1
C 3.86 0.90 0.36 -0.633
C 0.74 -1.09 -0.05 0.142
C 1.59 -0.07 -0.49 -0.095
C 2.66 0.02 0.46 -0.070
C 2.47 -0.96 1.38 -0.036
C -0.43 -0.89 -2.12 -0.224
C -0.23 -1.58 -0.95 -0.242
C 0.29 0.28 -2.44 -0.228
C 1.37 0.65 -1.68 -0.196
N 1.32 -1.68 1.06 -0.546
H -1.23 -1.16 -2.80 0.213
H -0.60 -2.60 -0.89 0.221
H 0.25 0.63 -3.47 0.211
H 2.11 1.38 -1.93 0.213
H 0.66 -2.02 1.75 0.404
H 3.01 -1.24 2.26 0.210
H 4.61 0.43 -0.29 0.219
H 4.37 0.97 1.32 0.218
H 3.65 1.92 0.04 0.218
C -2.42 0.80 0.41 -0.413
C -2.09 -0.39 1.32 -0.626
C -3.85 1.31 0.52 -0.602
H -1.69 1.61 0.54 0.198
H -2.12 0.55 -0.61 0.214
H -2.52 -0.40 2.32 0.208
H -4.10 1.68 1.51 0.202
H -4.03 2.05 -0.26 0.207
H -1.05 -0.24 1.62 0.204
H -2.04 -1.34 0.79 0.212
H -4.53 0.47 0.31 0.198
```

Computed properties:
**Molar mass**: 175.275 g mol⁻¹
**SMILES**: Cc1c[nH]c2ccccc12.CCC
**Gap between HOMO and LUMO**: 8.947 eV
**Energy relative to the best compared isomer or geometry (same formula, charge and spin)**: 23.8 kcal per mole

=====

No. 2
Computed, not measured: one molecule with the formula C6H12O, with ωB97M-V/def2-TZVPD.

```
19
Properties=species:S:1:pos:R:3:nbo_charge:R:1
C -1.59 -1.27 -1.34 -0.600
C -0.64 -1.52 -0.17 -0.418
C -0.28 -0.25 0.63 0.096
C 1.20 -0.17 1.05 -0.427
C 1.62 1.26 0.68 -0.428
C 0.66 1.57 -0.46 -0.065
O -0.55 0.94 -0.11 -0.534
H -2.57 -0.92 -1.00 0.207
H -1.18 -0.51 -2.00 0.212
H -1.73 -2.19 -1.92 0.204
H -1.09 -2.25 0.52 0.203
H 0.27 -2.00 -0.54 0.190
H -0.94 -0.20 1.52 0.177
H 1.35 -0.38 2.12 0.218
H 1.80 -0.90 0.49 0.201
H 2.67 1.33 0.38 0.214
H 1.45 1.95 1.51 0.204
H 0.46 2.64 -0.58 0.191
H 1.04 1.18 -1.42 0.155
```

Computed properties:
**Molar mass**: 100.161 g mol⁻¹
**SMILES**: CC[C@H]1CCCO1
**Gap between HOMO and LUMO**: 10.593 eV
**Energy relative to the best compared isomer or geometry (same formula, charge and spin)**: 13.2 kcal per mole

=====

No. 3
Computed, not measured: C20H14N2PdS as an isolated structure, with ωB97M-V/def2-TZVPD.

```
38
Properties=species:S:1:pos:R:3:mulliken_spin:R:1
Pd 1.69 1.57 -0.42 1.346
C 0.04 3.16 3.38 0.167
C -1.07 2.37 3.61 0.116
C -1.54 1.34 2.77 0.002
C -0.77 0.55 1.97 0.173
C 1.07 1.96 1.48 0.614
C 0.86 3.07 2.23 -0.161
C -0.85 -0.67 -0.34 0.043
C -1.51 -1.70 -1.05 0.001
C -1.20 -1.96 -2.35 0.002
C -0.25 -1.15 -3.01 0.002
C 0.12 -1.35 -4.36 0.004
C 1.02 -0.53 -4.96 -0.001
C 1.58 0.55 -4.24 0.011
C 1.24 0.76 -2.93 0.037
C 0.34 -0.10 -2.27 0.032
N 0.06 0.10 -0.93 0.092
H 0.19 4.01 4.03 0.007
H -1.73 2.67 4.42 0.006
H -2.60 1.12 2.80 0.003
H 1.36 3.98 1.92 0.014
H -2.25 -2.30 -0.54 -0.004
H -1.68 -2.76 -2.89 0.001
H -0.34 -2.16 -4.91 0.000
H 1.30 -0.68 -6.00 0.000
H 2.27 1.22 -4.74 0.000
H 1.65 1.68 -2.49 -0.028
S 2.88 -0.17 0.78 0.831
C 1.45 -0.42 1.66 0.011
C 1.20 -1.73 2.09 0.294
C -0.05 -2.33 2.34 -0.079
C -1.23 -1.84 1.88 0.269
C -1.35 -0.54 1.11 -0.031
N 0.60 0.68 1.88 0.238
H 2.08 -2.36 2.15 -0.008
H -0.04 -3.30 2.83 0.003
H -2.14 -2.39 2.09 -0.006
H -2.41 -0.32 1.02 -0.002
```

Computed properties:
**Expectation value of S²**: 6.075
**Molar mass**: 420.833 g mol⁻¹
**Gap between HOMO and LUMO (spin up / spin down)**: 7.599 / 5.443 eV
**2S+1**: 5
**Charge**: +2
**Energy relative to the best compared isomer or geometry (same formula, charge and spin)**: 0.0 kcal per mole

=====

No. 4
Computed, not measured: C24H44BN8PdS3 as an isolated structure, with ωB97M-V/def2-TZVPD.

```
81
Properties=species:S:1:pos:R:3:lowdin_charge:R:1
Pd 0.42 -0.26 0.82 0.234
C 0.85 -1.42 4.15 -0.082
C -0.05 -2.56 3.67 -0.558
C -0.97 -3.00 4.82 -0.040
C 0.88 -3.72 3.27 -0.047
N -0.90 -2.26 2.50 -0.046
C -1.59 -3.31 1.91 -0.124
C -2.32 -2.84 0.89 -0.129
N -2.14 -1.47 0.80 -0.015
B -2.59 -0.77 -0.48 -0.631
N -1.75 -1.20 -1.74 0.019
C -2.27 -0.88 -2.97 -0.096
C -1.36 -1.16 -3.91 -0.078
N -0.25 -1.69 -3.27 -0.002
C -0.51 -1.72 -1.91 -0.691
S 0.49 -2.41 -0.73 0.680
C 1.03 -1.94 -3.97 -0.552
C 1.48 -3.40 -3.85 -0.055
C 0.84 -1.66 -5.46 -0.071
C 2.08 -0.97 -3.43 -0.047
N -2.61 0.78 -0.36 0.019
C -3.68 1.35 0.28 -0.102
C -3.46 2.67 0.39 -0.092
N -2.23 2.94 -0.21 0.001
C -1.70 1.75 -0.66 -0.678
S -0.26 1.50 -1.53 0.657
C -1.76 4.35 -0.18 -0.546
C -2.89 5.23 -0.72 -0.048
C -0.53 4.67 -1.03 -0.088
C -1.46 4.71 1.28 -0.029
C -1.24 -1.06 1.81 -0.816
S -1.34 0.51 2.55 0.542
H 1.62 -1.83 4.82 0.078
H 0.28 -0.67 4.68 0.048
H 1.32 -0.93 3.30 0.040
H -0.37 -3.28 5.69 0.079
H -1.58 -3.85 4.52 0.070
H -1.63 -2.17 5.09 0.085
H 1.61 -3.90 4.05 0.077
H 1.39 -3.45 2.34 0.078
H 0.32 -4.64 3.10 0.066
H -1.48 -4.33 2.24 0.098
H -2.95 -3.35 0.20 0.114
H -3.73 -1.10 -0.72 0.115
H -3.25 -0.44 -3.06 0.119
H -1.42 -1.02 -4.97 0.098
H 0.70 -4.07 -4.23 0.085
H 1.67 -3.66 -2.81 0.027
H 2.39 -3.56 -4.43 0.079
H 0.10 -2.33 -5.90 0.084
H 1.79 -1.83 -5.97 0.084
H 0.55 -0.62 -5.64 0.082
H 2.19 -1.09 -2.35 0.036
H 1.75 0.06 -3.61 0.076
H 3.05 -1.13 -3.91 0.083
H -4.49 0.75 0.65 0.121
H -4.04 3.42 0.89 0.105
H -3.11 4.96 -1.75 0.092
H -2.59 6.28 -0.68 0.082
H -3.81 5.13 -0.13 0.063
H -0.67 4.36 -2.06 0.063
H 0.36 4.17 -0.66 0.048
H -0.37 5.75 -0.99 0.080
H -2.37 4.74 1.88 0.078
H -0.97 5.68 1.34 0.082
H -0.80 3.95 1.72 0.080
N 3.00 -0.88 1.01 -0.027
C 4.22 -0.14 0.72 -0.292
C 4.21 1.25 1.36 -0.209
C 3.18 2.20 0.72 -0.291
N 1.83 1.86 1.12 -0.039
H 3.00 -1.23 1.96 0.052
H 2.84 -1.64 0.37 0.006
H 4.29 -0.02 -0.37 0.104
H 5.13 -0.67 1.04 0.094
H 5.21 1.68 1.27 0.095
H 3.97 1.15 2.42 0.105
H 3.25 2.08 -0.37 0.108
H 3.46 3.24 0.96 0.094
H 1.14 2.12 0.42 -0.043
H 1.57 2.25 2.02 0.060
```

Computed properties:
**Molar mass**: 658.105 g mol⁻¹
**Gap between HOMO and LUMO**: 5.065 eV
**Charge**: -1
**Energy relative to the best compared isomer or geometry (same formula, charge and spin)**: 33.2 kcal per mole

=====

No. 5
Computed, not measured: C16H18NO4Pt as an isolated structure at a distorted geometry, with ωB97M-V/def2-TZVPD.

```
40
Properties=species:S:1:pos:R:3:nbo_charge:R:1
Pt 0.58 0.05 0.57 1.161
C 2.34 -3.02 2.25 -0.644
C 0.97 -2.60 1.78 -0.025
C 0.40 -1.39 2.25 -0.280
C -0.91 -1.02 1.84 -0.331
C -1.65 -1.88 0.99 -0.141
C -1.09 -3.04 0.54 -0.246
C 0.22 -3.40 0.93 -0.124
H 2.67 -3.93 1.75 0.231
H 2.32 -3.21 3.32 0.241
H 3.07 -2.23 2.07 0.235
H 0.87 -0.88 3.08 0.258
H -1.42 -0.22 2.36 0.261
H -2.67 -1.64 0.73 0.243
H -1.66 -3.72 -0.08 0.240
H 0.64 -4.34 0.59 0.222
O 1.36 -1.41 -1.20 -0.729
C 2.46 -1.26 -2.03 0.389
C 2.93 -2.36 -2.73 -0.311
C 3.98 -2.22 -3.63 -0.154
C 4.57 -0.98 -3.81 -0.223
C 4.11 0.11 -3.09 -0.118
C 3.05 -0.02 -2.20 -0.260
C 2.60 1.23 -1.49 0.788
O 2.83 2.31 -1.96 -0.568
O 2.04 1.09 -0.30 -0.809
H 1.03 -2.31 -1.29 0.509
H 2.48 -3.33 -2.57 0.213
H 4.32 -3.08 -4.19 0.231
H 5.38 -0.86 -4.52 0.233
H 4.56 1.08 -3.22 0.247
C -1.55 3.91 0.89 -0.695
C -0.44 2.92 0.67 0.705
N 0.77 3.37 0.44 -0.736
O -0.75 1.68 0.70 -0.648
H -1.16 4.92 1.02 0.237
H -2.12 3.62 1.77 0.256
H -2.21 3.89 0.03 0.264
H 0.96 4.36 0.42 0.421
H 1.52 2.72 0.20 0.454
```

Computed properties:
**Molar mass**: 483.401 g mol⁻¹
**Gap between HOMO and LUMO**: 6.526 eV
**Charge**: +1
**Energy relative to the best compared isomer or geometry (same formula, charge and spin)**: 0.0 kcal per mole

=====

Q: Look up the molar mass of the fourth one.
A: 658.105 g mol⁻¹